The following is a DFT calculation (ωB97M-V/def2-TZVPD) of the molecule C12H14N2S.

## Properties
total energy: -26486.479 eV
relative energy (zero: lowest compared OMol25 entry of this formula, charge and spin): 0.00 kJ/mol
LUMO level: 0.7 eV
gap between HOMO and LUMO: 9.0 eV
highest occupied orbital energy: -8.3 eV

```
29
Properties=species:S:1:pos:R:3:lowdin_charge:R:1
S 0.48 -0.35 -2.00 0.8762
N -2.71 -1.54 -1.19 0.1115
N -3.54 -0.36 0.50 -0.1550
C -4.31 -0.03 1.67 -0.0304
C 2.43 -0.71 0.81 -0.0517
C 3.72 -1.01 1.28 -0.0796
C -2.20 -0.28 -1.23 -0.3760
C 4.81 -0.21 0.90 -0.0967
C 2.25 0.38 -0.06 -0.3185
C 0.86 0.67 -0.56 -0.4662
C -3.50 -1.55 -0.14 -0.1587
C -2.72 0.50 -0.19 -0.0293
C -1.23 0.14 -2.29 -0.4544
C 4.59 0.88 0.05 -0.0940
C 3.33 1.18 -0.41 -0.0597
H -4.86 -0.94 2.02 0.1002
H 0.76 1.74 -0.84 0.0880
H 1.61 -1.32 1.11 0.1052
H 5.45 1.52 -0.24 0.1126
H -1.28 1.21 -2.49 0.0753
H -5.03 0.80 1.43 0.1094
H -4.10 -2.35 0.19 0.1086
H -2.58 1.53 0.11 0.1257
H 5.81 -0.41 1.24 0.0942
H -3.66 0.25 2.47 0.0758
H 0.07 0.47 0.23 0.0933
H -1.46 -0.32 -3.26 0.0753
H 3.16 2.00 -1.06 0.1001
H 3.86 -1.90 1.97 0.1188
```

The following is a DFT calculation (ωB97M-V/def2-TZVPD) of a cluster of 2 separate species, C12H14N4O2P2 in total.

## Properties
total energy: -41303.604 eV
LUMO level: -0.9 eV
gap between HOMO and LUMO: 7.5 eV
highest occupied orbital energy: -8.4 eV

```
34
Properties=species:S:1:pos:R:3:lowdin_charge:R:1
P 4.24 1.42 -1.41 0.7178
P 0.85 -2.92 -2.34 0.8539
O 2.44 -3.35 -2.51 -0.3160
O 0.55 -3.52 -0.84 -0.2944
N 4.34 2.48 -0.25 -0.3155
N -3.15 -0.71 2.70 0.0024
N -1.25 -0.87 -1.74 0.1304
N -0.86 1.88 -1.11 0.1491
C 1.50 1.54 -1.29 -0.0074
C -3.69 -0.60 3.95 -0.1432
C -3.40 0.66 4.42 -0.1111
C 0.18 1.03 -1.36 -0.2061
C 2.39 -0.64 -1.88 -0.0892
C -2.52 0.46 2.36 -0.1418
C 1.12 -1.15 -1.93 -0.2835
C -2.03 1.31 -1.18 -0.1335
C 0.00 -0.32 -1.68 -0.2356
C -2.23 -0.06 -1.48 -0.1126
C -2.65 1.33 3.40 -0.1055
C 2.58 0.73 -1.55 -0.3475
H -2.90 1.92 -0.99 0.1111
H 2.63 -4.00 -1.82 0.0525
H 5.03 2.18 0.43 -0.0526
H -3.69 1.05 5.37 0.0894
H -2.27 2.33 3.44 0.0913
H 4.56 1.95 -2.68 -0.0011
H 1.68 2.57 -1.01 0.1107
H 0.87 -2.90 -0.17 0.0557
H -3.23 -0.45 -1.50 0.1106
H -2.03 0.56 1.41 0.0817
H 5.10 0.32 -1.19 0.0067
H -4.23 -1.41 4.40 0.1044
H -3.20 -1.53 2.12 0.1414
H 3.24 -1.27 -2.08 0.0873
```

The following is a DFT calculation (ωB97M-V/def2-TZVPD) of a structure of composition C12H14N5O3Pt.

## Properties
total energy: -29477.709 eV
relative energy (zero: lowest compared OMol25 entry of this formula, charge and spin): 0.00 kJ/mol
2S+1: 5
LUMO level (spin up / spin down): -9.6 / -13.9 eV
gap between HOMO and LUMO (spin up / spin down): 10.0 / 5.8 eV
highest occupied orbital energy (spin up / spin down): -19.6 / -19.6 eV
net charge: +3

```
35
Properties=species:S:1:pos:R:3:lowdin_charge:R:1
Pt 0.12 -0.69 -0.14 1.5924
O 1.99 0.14 0.43 -0.1137
O -0.82 -2.13 1.12 -0.1709
O -0.08 -0.16 -2.09 -0.1589
N 5.94 -2.29 -0.73 0.3379
N -2.10 -0.28 -3.11 0.2803
N 1.32 -2.56 -1.09 0.1846
N -1.08 0.49 1.16 -0.0577
N 4.17 0.48 0.78 0.3095
C 2.40 -2.21 -0.84 -0.0902
C -2.54 1.91 3.01 0.0422
C 3.20 -0.24 0.30 -0.3870
C -0.92 0.24 -2.99 -0.4373
C -1.85 -1.67 2.04 -0.0710
C -2.57 0.53 3.01 0.0432
C -1.76 2.58 2.07 0.0163
C -0.43 1.29 -3.93 0.0633
C -1.82 -0.17 2.07 -0.2227
C -1.03 1.84 1.16 -0.0767
C 3.54 -1.51 -0.40 -0.0444
C 4.84 -1.95 -0.57 -0.0980
H -3.16 -0.02 3.74 0.1511
H -2.41 -1.06 -2.54 0.1519
H -3.12 2.47 3.74 0.1471
H -0.11 2.17 -3.37 0.1165
H -1.63 -2.08 3.02 0.1627
H -2.71 0.02 -3.86 0.1665
H -1.20 1.57 -4.65 0.1151
H -2.81 -2.04 1.69 0.1606
H 3.97 1.34 1.27 0.1758
H -0.40 2.31 0.42 0.1285
H 5.15 0.20 0.69 0.1629
H -1.71 3.66 2.04 0.1402
H -0.81 -3.09 0.99 0.1534
H 0.44 0.90 -4.46 0.1267
```

The following is a DFT calculation (ωB97M-V/def2-TZVPD) of a structure of composition C12H15AlBrN5O2SSbSe4.

## Properties
total energy: -379638.432 eV
relative energy (zero: lowest compared OMol25 entry of this formula, charge and spin): 20.11 kJ/mol
2S+1: 2
LUMO level (spin up / spin down): 3.7 / 3.7 eV
gap between HOMO and LUMO (spin up / spin down): 4.4 / 5.1 eV
highest occupied orbital energy (spin up / spin down): -0.7 / -1.3 eV
net charge: -2

```
42
Properties=species:S:1:pos:R:3:lowdin_charge:R:1
Sb 0.85 3.12 -4.28 0.0087
Br -0.19 -4.83 0.84 0.7389
Se 0.02 4.46 -6.15 -0.3623
Se -0.07 3.47 -0.94 0.3335
Se 3.29 2.59 -4.63 -0.2663
Se -0.43 0.87 -4.33 0.1734
S -2.74 1.89 -0.66 0.3935
Al -0.16 0.37 -2.00 -0.4406
O -0.38 -3.47 -1.95 0.0421
O -0.82 -1.29 -1.98 -0.0426
N 2.31 1.06 0.19 0.1586
N 1.81 0.50 -2.03 0.1245
N 1.00 1.01 2.10 -0.1637
N 0.25 0.05 0.07 0.1992
N 3.85 1.46 -1.48 0.1389
C -2.35 -3.47 1.96 -0.1673
C 1.12 0.66 0.75 -0.4354
C -3.34 -2.51 2.09 -0.1029
C -3.52 -1.57 1.09 -0.0794
C 1.86 0.28 3.02 -0.0712
C -1.72 -2.56 -0.20 -0.1456
C 2.63 0.99 -1.16 -0.4762
C -0.38 1.13 2.55 -0.0653
C -2.72 -1.60 -0.04 -0.0508
C -0.89 -2.48 -1.48 -0.5439
C -1.15 1.96 -1.18 -1.3858
C -1.55 -3.50 0.82 -0.6010
H -0.86 0.15 2.72 0.0868
H -3.96 -2.49 2.99 0.0948
H 1.94 0.82 3.96 0.0795
H -0.58 -0.21 0.60 0.0780
H -2.85 -0.84 -0.80 0.0667
H 2.86 0.16 2.60 0.0786
H 2.79 1.77 0.72 0.1417
H -0.39 1.68 3.49 0.0867
H 2.21 0.53 -2.97 0.0221
H 4.30 2.06 -0.81 0.0914
H -2.18 -4.20 2.74 0.0796
H -4.27 -0.79 1.19 0.1037
H 3.90 1.81 -2.46 -0.0723
H -0.96 1.69 1.81 0.0637
H 1.47 -0.73 3.23 0.0880
```

The following is a DFT calculation (ωB97M-V/def2-TZVPD) of a structure of composition C12H15AsClF6NO5PtS2.

## Properties
total energy: -138996.519 eV
relative energy (zero: lowest compared OMol25 entry of this formula, charge and spin): 0.00 kJ/mol
LUMO level: 0.0 eV
gap between HOMO and LUMO: 8.5 eV
highest occupied orbital energy: -8.5 eV

```
44
Properties=species:S:1:pos:R:3:lowdin_charge:R:1
Pt -0.37 0.68 0.74 1.0093
As -3.34 -0.59 0.11 1.0140
Cl 2.00 -0.54 3.73 0.6965
S -0.08 2.95 -1.39 0.6069
S 1.99 1.25 -0.87 0.6219
F 0.62 5.06 -2.76 0.1533
F 0.73 5.32 -0.61 0.1579
F 4.25 1.85 -2.01 0.1566
F 4.04 2.65 -0.01 0.1625
F -1.20 5.27 -1.60 0.1464
F 4.40 0.53 -0.30 0.1569
O 1.81 0.11 -1.72 -0.2529
O -0.84 2.46 -2.50 -0.2602
O -0.66 2.79 -0.06 -0.3998
O -2.37 0.55 0.86 -0.6179
O 1.68 1.05 0.57 -0.4311
N 1.46 2.62 -1.41 -0.2830
C 1.66 -2.40 0.21 -0.0628
C 2.32 -1.47 2.29 -0.6118
C 2.94 -2.88 0.01 -0.0806
C -3.82 -2.03 1.29 -0.1854
C 1.31 -1.68 1.36 -0.3378
C -0.08 -1.16 1.53 -0.2911
C 3.92 -2.66 0.96 -0.0898
C 3.79 1.61 -0.79 -0.6857
C 0.04 4.77 -1.60 -0.6896
C 3.61 -1.95 2.11 -0.1128
C -2.54 -1.29 -1.48 -0.1817
C -4.94 0.35 -0.37 -0.1873
H -5.61 -0.30 -0.93 0.0453
H -4.40 -1.62 2.11 0.0479
H -4.41 -2.77 0.75 0.0468
H 0.90 -2.54 -0.55 0.1087
H -2.91 -2.48 1.67 0.0332
H -2.08 -0.46 -2.01 0.0459
H -1.78 -2.02 -1.21 0.0335
H 3.17 -3.42 -0.90 0.1049
H -5.43 0.69 0.54 0.0475
H -3.31 -1.76 -2.10 0.0455
H -0.33 -1.07 2.59 0.0375
H 4.36 -1.76 2.87 0.1025
H 4.92 -3.04 0.82 0.1035
H -4.65 1.20 -0.97 0.0513
H -0.77 -1.87 1.06 0.0251
```

The following is a DFT calculation (ωB97M-V/def2-TZVPD) of a structure of composition C12H15BCl2N6O2Ti.

## Properties
total energy: -74544.008 eV
2S+1: 3
LUMO level (spin up / spin down): -7.8 / -12.3 eV
gap between HOMO and LUMO (spin up / spin down): 7.1 / 3.2 eV
highest occupied orbital energy (spin up / spin down): -14.9 / -15.5 eV
net charge: +2

```
39
Properties=species:S:1:pos:R:3:lowdin_charge:R:1
Ti -0.18 0.12 0.53 1.1360
Cl -3.92 0.78 1.87 0.7147
Cl -2.26 2.91 3.11 0.7595
O -1.60 -0.47 4.24 0.4271
O -0.88 0.20 2.24 -0.1420
N -1.16 -0.51 -0.99 -0.1191
N 1.57 -0.72 -0.20 -0.0746
N 0.67 1.94 -1.49 0.0157
N -0.63 -0.20 -2.25 0.0087
N 1.82 -0.35 -1.52 -0.0178
N 0.33 1.86 -0.12 -0.1018
C 3.01 -0.89 -1.93 0.0187
C -2.84 1.24 3.27 -0.8958
C 0.70 -2.95 2.78 -0.0411
C 2.58 -1.56 0.18 -0.0648
C -2.42 -1.51 -2.58 -0.0133
C 0.75 3.23 -1.84 0.0056
C 0.50 4.04 -0.71 -0.0045
C 0.25 3.16 0.33 -0.0697
C -1.36 -0.82 -3.22 0.0224
C 3.50 -1.69 -0.88 0.0047
C -2.28 -1.29 -1.21 -0.0579
C -1.69 0.25 3.28 -0.5365
B 0.80 0.56 -2.23 -0.4410
H 1.08 0.72 -3.39 0.1333
H -1.22 -0.80 -4.33 0.1672
H -3.42 1.15 4.19 0.1007
H 1.44 -2.53 3.50 0.0514
H 1.07 -3.94 2.45 0.0503
H 1.00 3.59 -2.84 0.1526
H 4.40 -2.29 -0.89 0.1182
H -0.15 3.40 1.32 0.0857
H 0.54 -2.26 1.91 -0.0250
H 2.55 -2.03 1.14 0.0957
H -3.21 -2.09 -3.04 0.1237
H -0.27 -3.09 3.28 0.0305
H 0.44 5.11 -0.68 0.1212
H -2.92 -1.63 -0.40 0.1230
H 3.42 -0.65 -2.88 0.1384
```